{
  "formula": "C6H11N",
  "method": "the ωB97M-V functional and the def2-TZVPD basis",
  "symbols": ["C", "C", "C", "C", "C", "C", "N", "H", "H", "H", "H", "H", "H", "H", "H", "H", "H", "H"],
  "coordinates": [[-0.400154, 0.009545, 2.296707], [0.109412, 0.759567, 1.097039], [0.157537, -0.221221, -0.706849], [1.416971, -0.001440, -1.568442], [-1.120895, -0.032959, -1.557594], [0.083140, -1.410284, 0.080283], [-0.120603, -2.114788, 0.980923], [-1.448306, -0.314497, 2.305373], [-0.314131, 1.034369, 2.756769], [0.241945, -0.665596, 2.877770], [1.133743, 1.093158, 1.315269], [-0.572414, 1.571541, 0.852439], [2.337423, -0.191645, -1.012201], [1.452215, -0.634516, -2.475435], [1.437397, 1.033367, -1.929828], [-1.141825, -0.658327, -2.470413], [-2.013169, -0.291590, -0.982419], [-1.207037, 1.004774, -1.896691]],
  "forces_ev_per_a": [[0.011, 1.848, 0.653], [0.295, -1.093, -2.885], [-0.055, 0.739, 1.148], [-0.013, 0.143, 0.356], [-0.010, 0.211, 0.344], [-0.179, -1.038, 0.817], [0.339, -0.610, -1.325], [0.448, 0.165, -0.192], [-0.705, -0.848, 1.335], [-0.101, 0.247, -0.748], [-0.281, -0.011, -0.657], [0.240, 0.077, -0.153], [-0.103, 0.063, 0.026], [-0.321, 0.070, 0.506], [-0.013, -0.115, 0.167], [0.339, 0.108, 0.491], [0.069, 0.122, -0.013], [0.041, -0.077, 0.128]],
  "mulliken_charge": [-0.93, -0.53, 1.19, -1.51, -1.45, 0.04, -0.66, 0.32, 0.34, 0.34, 0.33, 0.33, 0.36, 0.38, 0.36, 0.38, 0.35, 0.38],
  "max_force_ev_per_a": 3.1,
  "charge": 0,
  "e_homo_ev": -9.27,
  "e_tot_ev": -7887.7596
}